7 unconnected molecules or ions with the total composition C19H43N6O9, computed with ωB97M-V with the def2-TZVPD basis set.

```
! RIJCOSX wB97M-V def2-TZVPD def2/J DEFGRID3
* xyz -1 1
O -7.60214 25.63655 -18.67255
C -8.96299 25.61260 -18.79614
O -9.53185 26.03067 -19.82997
O -9.60808 25.01755 -17.89732
H -7.64307 25.21171 -17.81264
C -4.22133 26.43166 -24.35036
C -4.26815 26.04921 -25.79121
O -3.35661 25.30063 -26.26263
N -5.11631 26.68265 -26.55658
C -5.59370 26.41513 -27.91901
H -3.25182 26.76095 -23.97658
H -4.67195 25.65907 -23.72734
H -4.91958 27.26075 -24.23564
H -5.72588 27.41089 -26.21278
H -5.63921 27.12757 -28.74269
H -6.67421 26.27847 -27.87510
H -5.18356 25.49540 -28.33612
C -13.32097 19.68964 -12.87149
C -13.04548 21.16102 -13.10561
O -13.37664 21.61880 -14.15788
N -12.48226 21.83867 -12.12267
C -12.06042 23.16794 -12.02996
H -14.37714 19.56110 -13.10829
H -13.30879 19.43564 -11.81156
H -12.74174 18.96391 -13.44237
H -12.17427 21.35509 -11.29117
H -11.23026 23.20014 -11.32433
H -12.83773 23.80449 -11.60724
H -11.82518 23.76079 -12.91386
C -9.47729 18.82664 -19.16951
C -10.72318 18.61835 -20.07574
O -11.73591 19.38804 -20.11689
N -10.55270 17.54289 -20.91825
C -11.42808 17.15106 -21.95945
H -8.51527 18.57463 -19.61573
H -9.69391 18.28047 -18.25143
H -9.53689 19.89254 -18.94953
H -9.70329 17.02803 -20.73522
H -12.22788 16.54490 -21.53404
H -10.79858 16.49521 -22.56087
H -11.84555 18.03324 -22.44481
C -4.65523 32.17230 -16.88397
C -4.87710 33.43363 -17.77982
O -6.07008 33.86281 -17.94639
N -3.76687 33.94687 -18.24615
C -3.74187 35.29281 -18.79925
H -5.42105 31.45902 -17.18869
H -4.69062 32.37549 -15.81366
H -3.69791 31.69427 -17.09167
H -2.97196 33.55850 -17.75894
H -3.16970 35.36653 -19.72407
H -3.40441 35.94583 -17.99440
H -4.75122 35.59448 -19.07906
C -1.89014 22.59096 -19.39127
C -2.19629 21.29721 -20.13459
O -1.92123 20.14298 -19.68461
N -2.89227 21.55347 -21.19975
C -3.36561 20.55582 -22.04111
H -2.78142 22.84791 -18.81882
H -1.84200 23.42030 -20.09695
H -1.03106 22.55325 -18.72146
H -3.47602 22.36123 -21.03586
H -2.60877 20.33068 -22.79251
H -4.31280 20.92140 -22.43771
H -3.66034 19.56790 -21.68721
C -3.91388 25.54175 -12.53866
C -5.22463 24.74943 -12.83215
O -6.35253 25.29700 -12.89349
N -5.11308 23.43219 -13.05201
C -6.04412 22.35710 -13.13156
H -3.90612 25.47065 -11.45101
H -4.09578 26.59361 -12.75911
H -3.19212 24.90351 -13.04838
H -4.21912 23.13298 -13.41451
H -5.51306 21.50286 -13.55148
H -6.80926 22.56567 -13.87933
H -6.45532 22.21644 -12.13194
*
```

Summary:
HOMO-LUMO gap = 5.535 eV
Energy above the lowest of the compared OMol25 structures with the same formula, charge and spin = 108.9 kcal per mole

***

A molecular structure, C19H43OP3PdSSe, computed with ωB97M-V with the def2-TZVPD basis set.

```
! RIJCOSX wB97M-V def2-TZVPD def2/J DEFGRID3
* xyz 4 5
Pd 0.30619 -0.38597 1.01378
P -1.00321 -2.13157 1.62698
P 1.87699 -0.48237 2.73698
P 1.55839 -1.66497 -0.48282
H -3.03631 4.61513 -6.63702
C -3.00321 3.68833 -7.20392
C -4.08371 2.92913 -7.36832
H -5.04561 3.20323 -6.94272
C -2.55211 -1.92247 2.61748
C -0.32971 -3.56497 2.59008
C -1.78231 -3.01397 0.20118
C 3.24489 0.75683 2.75278
C 1.24609 -0.30447 4.46798
C 2.88449 -2.01367 3.00328
C 0.88359 -1.70257 -2.19022
C 1.88679 -3.47257 -0.22192
C 3.30039 -1.16807 -0.83762
H -2.04131 3.41433 -7.62962
H -4.05061 2.00233 -7.93532
H -3.16821 -1.13697 2.17398
H -2.31821 -1.64827 3.64818
H -3.12151 -2.85887 2.61788
H -0.04291 -3.22087 3.58858
H 0.55309 -3.98057 2.10278
H -1.08401 -4.35297 2.69588
H -2.41971 -2.29577 -0.32192
H -2.38461 -3.86727 0.53358
H -1.02621 -3.35897 -0.50582
H 3.86069 0.67193 3.65528
H 2.82899 1.76483 2.68618
H 3.86949 0.60273 1.86798
H 2.02509 -0.52277 5.20728
H 0.40939 -0.99387 4.61608
H 0.87799 0.71093 4.63138
H 3.54959 -1.89557 3.86618
H 3.49229 -2.22397 2.12038
H 2.22619 -2.86727 3.17728
H 1.39739 -2.45057 -2.80442
H 1.00879 -0.71157 -2.63282
H -0.18611 -1.92417 -2.15442
H 2.54999 -3.84597 -1.00972
H 0.96539 -4.05797 -0.23652
H 2.37599 -3.62147 0.74478
H 3.81689 -1.97717 -1.36552
H 3.83319 -0.95727 0.09318
H 3.29259 -0.26227 -1.44652
C 0.64649 2.08293 -1.79002
C -0.64801 1.69543 -2.15962
C -1.20181 2.12713 -3.36562
C -0.47861 2.95283 -4.22632
C 0.81379 3.34373 -3.86332
C 1.37169 2.91553 -2.66162
Se 1.52379 1.56843 -0.15802
H -0.84401 -0.31917 -0.16122
H -1.20971 1.05033 -1.48912
H -2.20871 1.81263 -3.63122
H -0.91191 3.28733 -5.16472
H 1.39339 3.98673 -4.52142
H 2.37769 3.22443 -2.38892
C -2.63971 1.71393 3.35198
S -1.99781 1.48013 1.65598
C -1.20321 3.12483 1.56918
O -0.72581 0.76803 2.15408
H -3.64791 2.17173 3.29778
H -1.97311 2.35803 3.96428
H -2.73271 0.73273 3.85858
H -0.34431 3.20573 2.26838
H -0.85351 3.30573 0.53348
H -1.94721 3.91093 1.81698
*
```

Summary:
HOMO-LUMO gap (alpha / beta) = 5.751 / 3.818 eV
Energy above the lowest of the compared OMol25 structures with the same formula, charge and spin = 42.2 kcal per mole
<S²> = 6.033

***

A molecular structure, C19H43OP3RuSe, computed with ωB97M-V with the def2-TZVPD basis set.

```
! RIJCOSX wB97M-V def2-TZVPD def2/J DEFGRID3
* xyz 4 5
Ru 0.64471 0.21374 0.65147
P 1.23165 1.11035 2.59127
P 0.41858 -1.95482 1.42954
P 0.30401 2.08294 -0.61859
H -5.33831 -3.16250 -4.28868
C -4.94509 -2.56550 -5.12841
C -3.77300 -2.88140 -5.72482
H -3.28550 -3.85245 -5.56300
C -0.12879 1.54312 3.71872
C 2.31059 0.09891 3.64662
C 2.14390 2.68018 2.51205
C -0.36220 -3.12897 0.25344
C 2.04680 -2.73836 1.75402
C -0.50471 -2.14479 3.01812
C -0.39608 2.03368 -2.32768
C 1.87743 2.95975 -0.96830
C -0.69950 3.37941 0.20385
H -5.58375 -1.70990 -5.45125
H -3.32829 -2.22122 -6.47823
H 0.29330 1.92894 4.65332
H -0.74294 0.66645 3.93864
H -0.75943 2.31496 3.26802
H 2.56706 0.70081 4.52445
H 3.23489 -0.16942 3.12313
H 1.82229 -0.81981 3.99042
H 2.40342 2.97479 3.53559
H 1.53775 3.48145 2.07285
H 3.07258 2.57623 1.93748
H -0.27065 -4.15923 0.62227
H 0.18729 -3.05231 -0.69419
H -1.41994 -2.91202 0.05857
H 1.97863 -3.50834 2.52843
H 2.78297 -1.99362 2.05868
H 2.38901 -3.19430 0.82219
H -0.40261 -3.20048 3.31248
H -1.56732 -1.89935 2.87547
H -0.09908 -1.51102 3.81692
H -0.30852 3.02673 -2.79968
H -1.45187 1.72961 -2.34255
H 0.17970 1.31713 -2.93026
H 1.65954 3.84055 -1.58547
H 2.53976 2.28344 -1.52495
H 2.37488 3.28106 -0.04572
H -0.64436 4.27457 -0.42869
H -0.31613 3.62135 1.20184
H -1.74285 3.05375 0.29394
C -2.83829 -0.26916 -0.55649
C -2.29925 -0.92974 -1.66306
C -3.15162 -1.31475 -2.69391
C -4.49826 -0.95126 -2.65503
C -5.02430 -0.24545 -1.57382
C -4.19784 0.10501 -0.50976
Se -1.83977 0.26508 1.04740
H -0.77457 0.15620 -0.34015
H -1.23806 -1.15676 -1.77427
H -2.74489 -1.89612 -3.51534
H -5.14950 -1.22163 -3.48051
H -6.07993 0.02978 -1.55289
H -4.56100 0.66967 0.35041
C 5.49669 0.09251 -0.44899
C 4.41749 0.66477 0.43074
O 3.19926 -0.13908 0.35408
H 5.69075 -0.96322 -0.23756
H 6.41419 0.65054 -0.27001
H 5.24824 0.18199 -1.50880
H 4.68668 0.68145 1.48861
H 4.16584 1.69545 0.14663
H 3.14834 -0.49936 -0.55060
*
```

Summary:
HOMO-LUMO gap (alpha / beta) = 7.149 / 5.213 eV
Energy above the lowest of the compared OMol25 structures with the same formula, charge and spin = 0.0 kcal per mole
<S²> = 6.024

***

3 unconnected molecules or ions with the total composition C19H44F3N6O6P2S, computed with ωB97M-V with the def2-TZVPD basis set.

```
! RIJCOSX wB97M-V def2-TZVPD def2/J DEFGRID3
* xyz 1 3
N 1.91410 -0.72036 9.11800
P 2.65567 -1.67794 8.17351
N 1.61436 -3.20349 7.62732
N 0.87505 -3.73909 8.74223
P 0.40328 -2.65481 6.29105
N -0.50508 -3.79818 5.84916
O -0.37037 -1.40617 6.83132
O 1.37044 -2.07040 5.23733
S 2.71361 -4.52748 6.99810
O 2.52327 -4.68519 5.60880
O 4.00637 -4.16631 7.46045
C 2.20273 -6.14671 7.85423
F 2.64501 -6.12607 9.09774
F 2.86501 -7.03348 7.13584
F 0.90519 -6.36103 7.77857
H 0.96290 -0.90032 9.40299
H 3.80827 -2.23370 8.73125
H 2.96060 -1.14881 6.91375
H 1.43384 -3.61523 9.58426
H 0.00438 -3.22993 8.84768
H -0.40631 -4.69667 6.30148
H -1.14278 -1.65969 7.36102
H 0.87954 -1.78814 4.43659
C 2.31229 -0.14750 -0.93303
C 1.11164 -0.33851 0.00741
C -0.19019 -0.07953 -0.74991
C -0.41230 1.39526 -1.06933
C -0.34470 2.23735 0.20262
C 0.93305 2.02162 1.01621
N 1.20796 0.55706 1.20896
O 0.50199 0.08951 2.18007
C 2.12054 2.71879 0.32964
C 0.79112 2.69054 2.37764
C 1.17245 -1.79339 0.45587
H 2.30917 -0.94228 -1.67832
H 2.29550 0.78481 -1.48654
H 3.25209 -0.20605 -0.38214
H -1.03290 -0.44575 -0.15350
H -0.18249 -0.66484 -1.67170
H 0.31619 1.74272 -1.80443
H -1.38686 1.52071 -1.53707
H -0.42428 3.29778 -0.04540
H -1.21082 1.99835 0.82887
H 3.06567 2.40777 0.77656
H 2.02933 3.79648 0.46023
H 2.17018 2.54537 -0.74060
H -0.08697 2.34189 2.91589
H 0.68712 3.76478 2.23031
H 1.67163 2.51288 2.99735
H 2.07620 -1.98608 1.03743
H 1.19161 -2.43375 -0.42495
H 0.30833 -2.07572 1.05357
C -4.01574 0.94066 -5.67602
C -2.91704 1.87726 -5.14753
C -3.02024 3.24244 -5.82862
C -2.57715 3.21684 -7.28946
C -1.16557 2.64686 -7.41405
C -0.99344 1.28155 -6.74492
N -1.55328 1.28967 -5.35100
O -0.70564 1.80823 -4.53092
C -1.65437 0.18627 -7.60068
C 0.48666 0.92491 -6.68900
C -3.18891 2.02394 -3.65753
H -4.98597 1.30257 -5.33611
H -4.07305 0.89195 -6.75806
H -3.88051 -0.07128 -5.29221
H -2.40157 3.96232 -5.28333
H -4.05114 3.59471 -5.75313
H -3.27987 2.63807 -7.89415
H -2.59574 4.23066 -7.69232
H -0.88863 2.55640 -8.46640
H -0.46134 3.35423 -6.96482
H -1.72077 -0.75075 -7.04664
H -1.04753 0.00641 -8.48760
H -2.64571 0.44693 -7.95871
H 1.07355 1.69001 -6.18746
H 0.86258 0.82841 -7.70731
H 0.64254 -0.02359 -6.17328
H -3.07561 1.06700 -3.14503
H -4.21337 2.36803 -3.51709
H -2.52479 2.74821 -3.19098
*
```

Summary:
HOMO-LUMO gap (alpha / beta) = 5.661 / 6.649 eV
<S²> = 2.008

***

A molecular structure, C19H45Li4N3O9, computed with ωB97M-V with the def2-TZVPD basis set.

```
! RIJCOSX wB97M-V def2-TZVPD def2/J DEFGRID3
* xyz 2 1
Li 19.22455 -3.02659 8.48782
Li 22.49869 -6.19468 11.24501
Li 21.93332 -1.97721 10.26226
Li 20.76253 -5.76750 7.70019
C 21.68730 -4.57122 9.70039
O 21.27636 -3.77649 8.84761
O 21.97204 -4.09542 10.78962
O 21.77302 -5.81611 9.45447
C 22.66861 -5.08029 17.70706
O 22.09299 -5.57910 16.57271
C 22.91983 -5.59135 15.38267
C 22.35021 -4.91576 14.21124
N 21.43005 -5.52784 13.22036
C 20.20960 -6.05998 13.86951
C 19.09198 -5.05432 13.41709
O 17.77393 -5.69355 13.67965
C 16.55442 -4.90917 13.73790
H 21.90740 -5.08152 18.48722
H 23.07086 -4.06723 17.71141
H 23.55732 -5.61621 18.04036
H 22.84037 -6.65152 15.14220
H 24.00787 -5.59174 15.44805
H 23.16744 -4.39545 13.71171
H 21.68355 -4.13032 14.56723
H 21.20130 -4.71290 12.66933
H 20.29222 -6.30267 14.92893
H 19.97660 -6.99942 13.36823
H 19.12901 -4.78992 12.36030
H 19.14973 -4.03679 13.80361
H 15.69633 -5.57269 13.84524
H 16.45329 -4.42386 12.76715
H 16.50320 -4.18689 14.55262
C 19.85831 -10.05929 14.08564
O 20.48014 -9.27518 13.01995
C 21.07081 -10.05686 12.00576
C 21.91166 -9.08588 11.15164
N 22.80476 -8.22136 11.89912
C 24.19457 -8.62747 11.73700
C 25.07240 -7.42564 12.07614
O 24.42765 -6.24682 11.48092
C 25.28585 -5.07973 11.20893
H 19.36138 -11.01006 13.89269
H 19.20824 -9.29938 14.51929
H 20.60557 -10.14072 14.87500
H 20.28808 -10.48203 11.37752
H 21.63025 -10.84197 12.51442
H 21.15922 -8.47275 10.65564
H 22.39001 -9.63034 10.33749
H 22.57090 -8.40637 12.86410
H 24.55209 -9.14296 10.84563
H 24.23836 -9.30783 12.58746
H 25.91361 -7.56539 11.39722
H 25.20003 -7.42436 13.15864
H 25.50485 -4.47661 12.09006
H 24.68114 -4.52899 10.48843
H 26.24587 -5.32938 10.75712
C 23.56062 -2.43632 6.64298
O 23.00593 -2.32950 5.38500
C 21.97175 -3.29423 5.01883
C 22.54274 -4.78232 5.00204
N 22.55087 -5.46698 6.29392
C 22.94006 -6.91653 6.38016
C 21.66830 -7.87156 6.02830
O 21.07197 -8.01046 7.26102
C 19.89075 -8.82537 7.32005
H 23.93760 -3.41698 6.93329
H 22.89004 -1.90736 7.32021
H 24.54267 -1.96560 6.68867
H 21.76972 -3.10947 3.96377
H 21.08735 -3.16597 5.64292
H 23.54485 -4.63725 4.59852
H 21.96766 -5.22138 4.18680
H 22.93476 -4.93564 7.06231
H 23.34652 -7.07625 7.37885
H 23.85343 -7.03073 5.79637
H 22.05344 -8.80360 5.61470
H 21.06541 -7.50843 5.19597
H 20.09463 -9.89126 7.42209
H 19.19193 -8.55879 6.52715
H 19.48733 -8.50317 8.28002
*
```

Summary:
HOMO-LUMO gap = 5.916 eV
Energy above the lowest of the compared OMol25 structures with the same formula, charge and spin = 0.0 kcal per mole

***

A molecular structure, C19H45LiN3O9, computed with ωB97M-V with the def2-TZVPD basis set.

```
! RIJCOSX wB97M-V def2-TZVPD def2/J DEFGRID3
* xyz -1 1
Li 1.04570 -1.38057 -0.57099
C 0.14900 -2.19573 -2.62318
O 1.35848 -2.40902 -2.21569
O -0.54456 -1.37830 -1.88316
O -0.29973 -2.78799 -3.66225
C -2.15509 3.41449 0.74174
O -3.23958 2.73734 1.40599
C -3.79113 1.65268 0.68972
C -2.86091 0.48836 0.30414
N -2.04017 0.75921 -0.88341
C -2.84081 0.84607 -2.12167
C -3.64622 -0.38388 -2.38281
O -5.00431 -0.23932 -1.90912
C -5.79555 -1.33561 -2.27436
H -1.43080 2.72589 0.31426
H -1.69221 4.01258 1.52478
H -2.65527 4.05484 0.00996
H -4.26817 2.03565 -0.22036
H -4.56749 1.27849 1.35924
H -3.43955 -0.43198 0.19985
H -2.12298 0.47117 1.11069
H -1.35041 0.02853 -1.06837
H -2.26320 1.08225 -3.01364
H -3.54366 1.68293 -2.04955
H -3.15415 -1.34591 -2.21061
H -3.70880 -0.44198 -3.48476
H -6.77617 -1.11310 -1.82425
H -5.55949 -2.28194 -1.78040
H -6.04715 -1.44975 -3.33114
C -3.45468 -2.23007 3.40833
O -2.24345 -2.42805 2.69268
C -1.07278 -2.11489 3.42532
C -0.10725 -1.40532 2.47462
N 0.09332 -2.05324 1.17248
C 0.68033 -3.37223 1.27904
C 2.15818 -3.30286 1.62696
O 2.86934 -2.61320 0.62018
C 4.20437 -2.37905 0.94485
H -3.81040 -1.19990 3.39536
H -3.41677 -2.62094 4.43014
H -4.12740 -2.90895 2.87801
H -0.67024 -3.00087 3.93589
H -1.29123 -1.44811 4.26854
H 0.86414 -1.19016 2.91801
H -0.63806 -0.47494 2.26141
H -0.84014 -2.07273 0.76525
H 0.73196 -3.75667 0.24865
H 0.17605 -4.07301 1.95066
H 2.63978 -4.24755 1.88300
H 2.21112 -2.65800 2.51898
H 4.77374 -3.31566 0.94789
H 4.30206 -1.83161 1.88792
H 4.73920 -1.77601 0.20852
C 2.34580 4.37082 1.11292
O 1.80951 3.09808 0.83980
C 1.55292 2.86505 -0.53414
C 1.17881 1.40123 -0.74070
N 2.29903 0.47585 -0.73604
C 2.91281 0.19098 -2.06963
C 4.14927 1.07029 -2.32653
O 4.97987 1.00664 -1.17548
C 5.72962 2.19184 -0.96741
H 3.35647 4.39084 0.67624
H 2.49771 4.42307 2.19177
H 1.74875 5.21067 0.74512
H 2.32506 3.11851 -1.27024
H 0.67293 3.48099 -0.77557
H 0.66998 1.38471 -1.70780
H 0.42370 1.06221 -0.02925
H 3.09944 0.79919 -0.19816
H 2.18249 0.32086 -2.86343
H 3.20220 -0.85226 -1.94568
H 3.81301 2.07554 -2.61357
H 4.78817 0.72872 -3.15292
H 5.99732 2.30749 0.08103
H 5.13504 3.07833 -1.21048
H 6.60327 2.17899 -1.62316
*
```

Summary:
HOMO-LUMO gap = 5.270 eV
Energy above the lowest of the compared OMol25 structures with the same formula, charge and spin = 26.3 kcal per mole